Density functional theory data (the ωB97M-V functional and the def2-TZVPD basis) for a molecular structure, C23H22ClIrN4O2 at a distorted geometry.

Summary:
Kohn-Sham gap   5.29 eV
E_LUMO   -8.0346 eV
Net charge   +2
Calculated total energy   -1823.17174 hartree

Each line ends with the natural charge from an NBO analysis.
Cartesian coordinates (Å):
Ir 0.2893 0.3223 0.0672  1.13
Cl -6.9671 0.9914 0.5134  0.08
C -5.3006 1.0058 0.1362  -0.12
C -4.8164 1.8012 -0.9192  -0.10
C -3.4752 1.8239 -1.1946  -0.28
C -2.5300 1.0771 -0.4563  0.43
O -1.2866 1.2204 -0.7723  -0.68
C -3.0312 0.2228 0.5964  -0.27
C -2.2566 -0.6529 1.3825  0.21
N -0.9537 -0.8090 1.3708  -0.39
C -0.1911 -1.6954 2.1133  0.08
C -0.6913 -2.5614 3.0883  -0.17
C 0.1427 -3.4594 3.7421  -0.18
C 1.4870 -3.5257 3.4481  -0.15
C 2.0433 -2.6440 2.5047  -0.10
C 3.4128 -2.6467 2.1718  -0.05
C 3.8986 -1.6990 1.2995  -0.27
C 3.0244 -0.7673 0.7527  0.11
N 1.7152 -0.7892 0.9919  -0.47
C 1.2073 -1.7030 1.8577  0.21
C -4.4221 0.2434 0.8611  -0.09
H -5.5074 2.3994 -1.4969  0.25
H -3.0898 2.4413 -1.9942  0.24
H -2.8274 -1.2841 2.0570  0.23
H -1.7422 -2.5281 3.3366  0.23
H -0.2663 -4.1171 4.4963  0.25
H 2.1257 -4.2441 3.9428  0.25
H 4.0729 -3.3781 2.6183  0.25
H 4.9473 -1.6605 1.0443  0.26
H 3.3817 0.0179 0.1002  0.22
H -4.8104 -0.3525 1.6775  0.23
O -0.0236 -1.2708 -1.3042  -0.65
C 0.7749 -1.8016 -2.0890  0.78
C 0.3829 -2.8799 -3.0338  -0.51
C 0.1357 -2.1360 -4.3822  -0.39
C 1.1910 -1.1139 -4.8505  -0.42
C 1.2436 0.1941 -4.0293  -0.44
C 2.0837 0.0791 -2.7403  -0.18
N 2.0308 -1.3115 -2.2594  -0.64
H -0.5306 -3.3822 -2.7247  0.26
H 1.1845 -3.6124 -3.1377  0.24
H -0.8249 -1.6211 -4.3143  0.22
H 0.0403 -2.9062 -5.1473  0.25
H 0.9144 -0.8408 -5.8685  0.25
H 2.1834 -1.5706 -4.9157  0.20
H 0.2188 0.4742 -3.7717  0.22
H 1.6571 0.9930 -4.6439  0.25
H 1.6852 0.7524 -1.9579  0.15
H 3.1275 0.3297 -2.9158  0.24
H 2.6128 -1.9133 -2.8244  0.41
N 0.7553 2.7282 1.9343  -0.53
C 0.6117 1.8471 1.2133  0.41
H 0.9010 3.4957 2.5670  0.49

Density functional theory data (the ωB97M-V functional and the def2-TZVPD basis) for a molecular structure, C22H22BN12O2OsS at a distorted geometry.

Summary:
Kohn-Sham gap (alpha / beta)   6.05 / 5.77 eV
Multiplicity   2
Energy above the lowest of the compared OMol25 structures with the same formula, charge and spin   122.6 kJ/mol
E_LUMO (alpha / beta)   -7.8229 / -8.0979 eV
Net charge   +2
Calculated total energy   -2172.32890 hartree

Each line ends with the Mulliken spin population.
Cartesian coordinates (Å):
Os 0.0421 0.2726 -1.0579  0.91
C 4.2536 0.0162 -1.2249  0.00
C 3.0015 -0.3656 -1.6806  0.02
N 2.0610 0.3098 -1.0086  0.00
N 2.6767 1.1187 -0.1280  -0.02
C 4.0022 0.9556 -0.2381  0.06
B 1.8563 2.0685 0.8094  -0.01
N 0.9781 1.1891 1.7292  0.00
C 0.8943 1.1495 3.0662  0.00
C -0.0140 0.1668 3.4228  0.00
C -0.4619 -0.3630 2.2191  0.00
N 0.1481 0.2577 1.2130  -0.02
N 0.9455 2.8930 -0.1298  -0.02
C 0.7064 4.2053 -0.2205  0.03
C 0.0372 4.4662 -1.4053  0.00
C -0.1359 3.2268 -1.9926  0.00
N 0.3969 2.2858 -1.2055  0.04
N 2.8402 2.8204 1.6703  0.00
C 3.1652 4.1169 1.9303  0.00
C 4.1158 4.1307 2.9169  0.00
C 4.3497 2.7698 3.2108  0.00
N 3.6018 2.0082 2.4444  0.00
H 5.2096 -0.3381 -1.5606  0.00
H 2.7399 -1.0751 -2.4479  0.00
H 4.6987 1.4888 0.3806  0.00
H 1.4668 1.7981 3.7016  0.00
H -0.3040 -0.1225 4.4151  0.00
H -1.1859 -1.1412 2.0483  0.00
H 0.9877 4.9020 0.5461  0.00
H -0.2708 5.4227 -1.7836  0.00
H -0.6006 2.9703 -2.9301  0.00
H 2.7389 4.9520 1.4087  0.00
H 4.6016 4.9839 3.3530  0.00
H 5.0454 2.3390 3.9095  0.00
C -5.0449 2.1757 -0.9533  0.00
N -4.2054 0.9829 -0.9731  0.00
C -4.6957 -0.2644 -1.1606  0.01
C -3.8855 -1.3440 -1.2985  -0.01
C -2.4761 -1.1394 -1.3012  0.00
O -1.6584 -2.1038 -1.5124  0.01
N -2.0063 0.1043 -1.0691  0.00
C -2.8419 1.1738 -0.7933  -0.01
O -2.4010 2.2363 -0.4112  0.01
H -6.0908 1.8861 -0.9820  0.00
H -4.8111 2.7967 -1.8183  0.00
H -4.8448 2.7619 -0.0594  0.00
H -5.7721 -0.3683 -1.1773  0.00
H -4.2621 -2.3427 -1.4411  0.00
C -2.4608 -6.3293 -0.0492  0.00
C -1.2184 -5.7185 -0.5963  0.00
C -0.1218 -6.4930 -1.0080  0.00
C 0.9756 -5.8013 -1.5015  0.00
N 0.9831 -4.4844 -1.5952  0.00
C -0.0844 -3.8313 -1.1788  0.01
S 0.0995 -2.0986 -1.3181  0.00
N -1.1511 -4.3956 -0.6772  0.00
H -2.4133 -7.4145 -0.0706  0.00
H -3.3206 -5.9902 -0.6271  0.00
H -2.6128 -5.9942 0.9775  0.00
H -0.1336 -7.5703 -0.9424  0.00
H 1.8669 -6.3128 -1.8438  0.00

Density functional theory data (the ωB97M-V functional and the def2-TZVPD basis) for C12H15BrO in the gas phase at a distorted geometry.

Summary:
Kohn-Sham gap (alpha / beta)   7.69 / 7.38 eV
Energy above the lowest of the compared OMol25 structures with the same formula, charge and spin   38.8 kJ/mol
E_LUMO (alpha / beta)   -0.2903 / 0.3918 eV
Net charge   0
Calculated total energy   -3115.35277 hartree

Each line ends with the natural charge from an NBO analysis.
Cartesian coordinates (Å):
C 2.6420 -2.0566 0.4916  -0.22
C 3.3099 -1.1500 1.2923  -0.20
C 1.7103 -1.6210 -0.4373  -0.19
C 3.0230 0.2295 1.1097  -0.20
C 1.3246 -0.2635 -0.5841  0.02
C 2.1428 0.7015 0.0926  -0.22
C 0.1089 -0.0063 -1.3907  -0.44
C -1.1184 1.8564 0.0809  -0.26
C 1.8589 2.0457 0.0172  0.28
C -1.2019 0.4573 -0.5701  -0.12
C -2.4057 0.4518 -1.5383  -0.60
C -1.3726 -0.4915 0.5701  -0.59
O 2.3393 2.9459 0.9046  -0.69
Br 1.5963 2.8158 -1.6910  0.07
H 2.9111 -3.0851 0.6157  0.21
H 3.9250 -1.4895 2.0381  0.21
H 1.2192 -2.3432 -1.1342  0.21
H 3.5652 0.9360 1.7828  0.20
H 0.2278 0.7496 -2.2510  0.24
H -0.1802 -0.9162 -1.9585  0.22
H -0.5830 2.0124 0.9424  0.16
H -1.3612 2.7214 -0.4088  0.17
H -2.2150 1.0114 -2.4338  0.21
H -3.2744 0.8243 -1.0236  0.21
H -2.5442 -0.6431 -1.6946  0.20
H -0.4845 -0.4157 1.2127  0.22
H -1.5160 -1.6834 0.1622  0.19
H -2.2176 -0.3588 1.2268  0.22
H 2.4294 2.6375 1.8206  0.50

Density functional theory data (the ωB97M-V functional and the def2-TZVPD basis) for a molecular structure, C2H2IrLiO2 at a distorted geometry.

Summary:
Kohn-Sham gap (alpha / beta)   8.38 / 7.80 eV
Multiplicity   5
Energy above the lowest of the compared OMol25 structures with the same formula, charge and spin   0.0 kJ/mol
E_LUMO (alpha / beta)   -10.3701 / -12.4473 eV
Net charge   +2
Calculated total energy   -338.86144 hartree

Each line ends with the Mulliken spin population.
Cartesian coordinates (Å):
O -0.0137 -0.5902 -0.5165  0.29
C -1.0261 -0.2618 0.3595  0.36
C -0.9248 0.8863 1.0655  0.20
O 0.1756 1.6561 0.9746  0.45
Li -0.4189 -1.1625 -2.1679  0.00
Ir 1.3544 0.5268 0.0826  2.68
H -1.9594 -0.8252 0.2835  0.01
H -1.7916 1.2880 1.6023  0.01

Density functional theory data (the ωB97M-V functional and the def2-TZVPD basis) for a molecular structure, C8H24ClO8 at a distorted geometry.

Summary:
Kohn-Sham gap   7.88 eV
Energy above the lowest of the compared OMol25 structures with the same formula, charge and spin   1699.2 kJ/mol
E_LUMO   3.0773 eV
Net charge   -1
Calculated total energy   -1380.72977 hartree

Each line ends with the natural charge from an NBO analysis.
Cartesian coordinates (Å):
Cl 13.9758 9.1011 -3.9988  2.62
O 12.7101 9.6830 -4.2197  -0.83
O 13.7261 7.7440 -4.2802  -0.86
O 15.0373 9.6356 -4.7976  -0.82
O 14.5078 9.1732 -2.6867  -0.82
C 11.9103 11.6714 -0.6933  -0.61
C 12.6086 10.5193 -1.3661  -0.07
O 14.0533 10.8226 -1.4870  -0.79
H 10.8306 11.5223 -0.6811  0.19
H 12.1358 12.6747 -1.0547  0.20
H 12.3032 11.5885 0.3200  0.19
H 12.0884 10.4184 -2.3187  0.18
H 12.3086 9.6318 -0.8091  0.14
H 14.4639 10.2989 -2.1789  0.46
C 16.1469 10.7791 -2.2803  -0.64
C 17.4138 11.2600 -3.0126  -0.06
O 17.0003 11.8328 -4.2003  -0.69
H 15.4094 10.3401 -2.9522  0.21
H 15.6717 11.6930 -1.9239  0.21
H 16.3888 10.0820 -1.4780  0.19
H 18.1080 10.4482 -3.2296  0.15
H 17.7850 12.1196 -2.4546  0.13
H 16.5915 12.6450 -3.8925  0.45
C 12.8530 12.4867 -4.0435  -0.66
C 14.3298 12.7992 -4.1005  -0.08
O 15.0360 11.9223 -4.9249  -0.73
H 12.3834 12.9951 -4.8857  0.18
H 12.3344 12.9592 -3.2093  0.19
H 12.6127 11.4265 -4.1218  0.25
H 14.6921 12.8012 -3.0724  0.14
H 14.4698 13.8440 -4.3779  0.14
H 14.6695 11.0360 -4.8836  0.47
C 13.3734 7.8630 -1.1990  -0.61
C 12.6928 6.5792 -0.6104  -0.09
O 11.6519 6.1097 -1.5144  -0.73
H 14.4428 7.8563 -0.9882  0.20
H 12.9091 8.7470 -0.7620  0.18
H 13.2864 7.9107 -2.2845  0.24
H 12.2033 6.9872 0.2740  0.14
H 13.5584 5.9767 -0.3350  0.17
H 10.8253 6.3072 -1.0679  0.46

Density functional theory data (the ωB97M-V functional and the def2-TZVPD basis) for 2 unconnected molecules or ions with the total composition ClH2NO2S at a distorted geometry.

Summary:
Kohn-Sham gap (alpha / beta)   8.43 / 8.51 eV
Energy above the lowest of the compared OMol25 structures with the same formula, charge and spin   283.9 kJ/mol
E_LUMO (alpha / beta)   -0.7195 / -1.3289 eV
Net charge   0
Calculated total energy   -1064.68428 hartree

Each line ends with the natural charge from an NBO analysis.
Cartesian coordinates (Å):
N -1.0525 0.9005 0.3945  -0.33
O 0.4471 -1.2035 0.8381  -0.86
O -1.1804 0.2574 -0.7235  -0.37
S 0.5328 -1.3650 -0.6114  1.12
Cl 2.2835 -0.4806 -1.3250  -0.25
H -0.2374 1.7147 0.3569  0.32
H -0.7931 0.1765 1.0703  0.37